Molecular formula: C8H6N3O4
Method: DFT, the ωB97M-V functional and the def2-TZVPD basis

HOMO-LUMO gap (alpha / beta): 4.2 / 6.8 eV
LUMO energy (alpha / beta): 3.5 / 1.4 eV
Spin multiplicity: 3
Energy above the lowest of the compared OMol25 structures with the same formula, charge and spin: 12.92 kcal/mol
Charge: -1
Total energy: -21047.3688 eV
Strongest force on any atom: 4.5 eV Å⁻¹

Geometry (Å):
C  1.36096  1.65214  -1.95291
C  0.00439  2.01421  -1.88310
C  1.72891  0.51247  -1.27251
C  -0.96659  1.36595  -1.17935
C  0.80731  -0.15777  -0.52726
C  -0.54525  0.20570  -0.45190
C  -1.96620  0.36605  1.61292
C  1.09139  -1.33766  0.26038
N  -1.19839  -0.54425  0.44236
N  -0.32600  -1.57909  0.90043
N  -0.43993  -2.27404  2.02648
O  -2.77115  1.07701  1.03411
O  0.63998  -2.67501  2.44989
O  -1.46616  0.20557  2.72225
O  -1.53731  -2.51883  2.46256
H  1.91738  2.28988  -2.58274
H  -0.20970  2.99098  -2.36991
H  2.68124  0.15326  -1.15465
H  -2.02479  1.66964  -1.24334
H  1.38001  -2.24058  -0.40658
H  1.83991  -1.17562  1.11288

Forces on the atoms, in the same order (eV/Å):
-3.15 1.88 -0.63
1.23 1.93 -0.92
0.80 -1.77 0.63
-2.50 0.81 -0.34
-1.31 0.38 -0.36
2.46 -1.08 -0.03
-0.35 1.30 0.90
-0.53 -1.77 1.86
-1.03 -1.75 2.12
2.11 2.08 -3.41
0.05 -0.02 0.18
0.28 -0.79 0.80
-0.16 -0.54 0.58
-0.49 -0.03 -1.56
-0.27 -0.14 0.22
1.17 0.25 -0.36
-0.30 -0.88 0.18
2.53 -0.47 -0.15
0.84 -0.26 0.27
-0.42 1.24 1.34
-0.95 -0.37 -1.31

For reference, the Löwdin charges in units of e are: C -0.12; C -0.14; C -0.14; C -0.06; C -0.23; C -0.21; C -0.60; C -0.02; N 0.14; N 0.02; N -0.43; O 0.02; O 0.02; O 0.04; O 0.08; H 0.07; H 0.10; H 0.05; H 0.10; H 0.15; H 0.14